The following is a DFT calculation (the ωB97M-V functional and the def2-TZVPD basis) of C22H38BF6HgN2O10P as an isolated structure at a distorted geometry.

Geometry (Å):
Hg1 -0.376 0.433 -0.786
P1 -1.458 2.631 -3.009
F1 -1.256 2.908 -1.387
F2 -0.692 3.998 -3.313
F3 -2.850 3.414 -3.076
F4 -0.055 1.781 -2.916
F5 -1.535 2.217 -4.559
F6 -2.239 1.251 -2.564
O1 1.914 2.801 5.277
O2 0.330 1.067 7.780
O3 2.352 3.131 7.475
O4 2.181 -0.297 1.950
O5 1.556 -1.081 -0.876
O6 2.203 0.860 3.870
O7 0.426 2.281 3.351
O8 0.117 1.540 1.235
O9 0.450 1.040 5.523
O10 -2.366 -0.960 -0.691
N1 1.642 -0.283 -2.066
N2 -2.016 -0.796 0.676
C1 2.522 1.752 -0.901
C2 -1.650 -2.077 1.343
C3 -3.068 1.522 0.746
C4 2.337 -2.349 -3.366
C5 2.887 0.551 -4.580
C6 4.126 0.000 -1.775
C7 -0.048 -1.582 -3.288
C8 -2.211 -0.974 3.618
C9 -0.405 -2.727 0.757
C10 1.771 2.596 6.592
C11 -4.458 -0.452 1.257
C12 -2.662 0.275 2.825
C13 -2.821 -3.081 1.297
C14 0.742 1.468 6.736
C15 1.788 0.575 2.684
C16 2.761 0.682 -1.976
C17 -1.226 -1.805 2.802
C18 0.655 1.552 2.310
C19 2.941 1.424 -3.342
C20 1.644 -0.314 -4.566
C21 1.415 -1.119 -3.263
C22 -3.013 0.115 1.333
B1 1.226 1.782 4.530
H1 3.353 -2.145 -3.703
H2 0.555 -2.495 1.224
H3 -3.119 -1.570 3.777
H4 3.343 2.459 -0.985
H5 -3.346 -3.043 0.337
H6 -1.869 -0.677 4.607
H7 0.801 0.379 -4.643
H8 -0.350 -2.578 -0.325
H9 -0.712 -0.734 -3.470
H10 2.528 1.291 0.087
H11 3.830 2.047 -3.241
H12 -3.525 0.642 3.382
H13 3.773 -0.069 -4.738
H14 -5.142 0.392 1.249
H15 4.286 -0.843 -2.445
H16 -2.440 -4.092 1.408
H17 1.984 -3.123 -4.045
H18 1.645 -1.007 -5.405
H19 1.547 2.192 -1.111
H20 -4.677 -1.045 0.363
H21 -2.144 2.092 0.850
H22 2.784 1.294 -5.373
H23 -3.621 -2.893 2.010
H24 2.278 -1.731 -0.959
H25 -0.304 -2.157 -2.398
H26 2.444 -2.836 -2.389
H27 -4.689 -1.133 2.075
H28 -0.202 -2.222 -4.158
H29 2.162 2.184 -3.463
H30 4.165 -0.412 -0.759
H31 -3.689 2.139 1.400
H32 -3.428 1.496 -0.279
H33 -1.035 -2.758 3.297
H34 -1.858 1.002 2.943
H35 -0.295 -1.238 2.893
H36 -3.240 -1.398 -0.707
H37 4.985 0.658 -1.867
H38 -0.357 -3.813 0.893

Forces on atoms 1 to 2 (eV/Å):
Hg 0.2040 0.4504 0.1476
P -0.8063 1.1479 -0.4566

## Properties
relative energy (zero: lowest compared OMol25 entry of this formula, charge and spin): 0.000 eV
energy: -2842.12417 hartree
orbital gap: 0.273 Eh

Quick look at the Mulliken charges, all values in e: 2.23 1.57 -0.38 -0.40 -0.34 -0.72 -0.40 -0.29 -0.50 -0.58 -0.55 -0.52 -0.24 -0.66 -0.61 -0.52 -0.39 -0.42 2.12 1.82 -1.71 1.33 -2.28 -1.57 -0.61 -1.48 -2.24 -0.83 -1.94 0.55 -1.65 -1.87 -1.56 0.57 0.61 1.14 -1.48 0.43 -1.43 -1.43 0.88 1.70 0.95 0.39 0.29 0.44 0.63 0.26 0.57 0.31 0.30 0.33 -0.19 0.59 0.42 0.31 0.52 0.26 0.48 0.47 0.46 0.29 0.19 0.22 0.48 0.27 0.13 0.28 0.23 0.36 0.60 0.24 0.36 0.61 0.48 0.61 0.48 -0.03 0.21 0.38 0.47